Here is a structure of composition C27H51AlF4N2O6S3Si from OMol25. Energies are from ωB97M-V/def2-TZVPD.

The geometry in XYZ format:
```
95
Properties=species:S:1:pos:R:3
C 1.8267 4.3357 0.0264
C 3.2568 3.9458 0.2220
O 4.0648 4.5807 0.8907
O 3.5946 2.7932 -0.4507
C 3.9050 1.6881 0.4156
C 4.2617 0.5244 -0.4679
C 3.1121 0.2096 -1.4155
C 3.0733 -1.2626 -1.8173
C 1.7290 -1.6095 -2.4066
C 0.4389 -1.3400 -1.5723
C -0.2612 -0.2377 -2.4046
C -1.4750 0.5149 -1.8991
C -1.1865 1.3001 -0.6288
S -2.7364 1.7830 0.1474
C -2.5514 3.5490 0.2479
S -1.1151 4.1819 0.7063
N -3.7184 4.2516 0.1367
C -3.5937 5.6936 -0.1378
C -3.1403 5.9420 -1.5478
O -4.0364 5.3612 -2.4854
C -4.2876 3.9999 -2.2299
C -4.7479 3.7750 -0.8156
C -0.2407 -2.7282 -1.3737
C 0.1989 -3.5442 -0.1412
C 1.6360 -3.4318 0.3422
C 1.9740 -2.2120 1.2250
C 2.7056 -2.6866 2.4421
O 3.9217 -2.5382 2.6433
O 1.8905 -3.4364 3.2701
C -1.7611 -2.8856 -1.4772
C -2.5984 -2.5780 -0.2169
O -1.9183 -1.7948 0.7357
Si -2.2588 -2.0898 2.3623
C -1.7989 -3.8477 2.8166
C -4.1022 -1.8564 2.6627
C -1.2805 -0.8748 3.3791
C 0.2671 -3.5193 -2.6024
N 1.6165 -3.0134 -3.0184
S 1.7903 -2.9645 -4.8252
H 1.3112 4.1589 0.9593
H 1.7879 5.3848 -0.2266
H 1.3778 3.7429 -0.7555
H 3.0441 1.4192 1.0213
H 4.7127 1.9283 1.0885
H 5.1544 0.7726 -1.0291
H 4.4770 -0.3171 0.1814
H 3.2642 0.7897 -2.3184
H 2.1858 0.5334 -0.9582
H 3.8354 -1.4154 -2.5784
H 3.3591 -1.8893 -0.9812
H 1.6735 -0.9708 -3.2763
H 0.8429 -0.9234 -0.6643
H -0.5286 -0.7118 -3.3465
H 0.4892 0.5229 -2.5831
H -1.7062 1.2561 -2.6575
H -2.3638 -0.0903 -1.8116
H -0.7002 2.2340 -0.8695
H -0.5975 0.7393 0.0766
H -2.9955 6.1998 0.6030
H -4.5922 6.1073 -0.0594
H -3.1229 7.0078 -1.7251
H -2.1375 5.5594 -1.7211
H -5.0633 3.6890 -2.9180
H -3.3996 3.4014 -2.4418
H -5.6194 4.4008 -0.6711
H -5.0550 2.7609 -0.6234
H -0.4418 -3.3459 0.7001
H 0.0399 -4.5866 -0.3959
H 1.7926 -4.3096 0.9560
H 2.3476 -3.5142 -0.4720
H 1.0391 -1.7643 1.5477
H 2.5778 -1.4710 0.7265
H 1.3940 -2.8588 3.8517
H -2.1591 -2.3685 -2.3422
H -1.9269 -3.9432 -1.6631
H -2.9314 -3.5189 0.2128
H -3.5059 -2.0568 -0.5104
H -1.0672 -4.2958 2.1550
H -1.3977 -3.8973 3.8203
H -2.6742 -4.4871 2.7862
H -4.2449 -0.9010 3.1447
H -4.5260 -2.6562 3.2549
H -4.6260 -1.8136 1.7147
H -0.5846 -0.2919 2.7862
H -0.7448 -1.3667 4.1801
H -1.9610 -0.1611 3.8244
H 0.3337 -4.5836 -2.4237
H -0.4366 -3.4177 -3.4152
H 2.3880 -3.6372 -2.7980
H 0.4930 -2.8120 -5.0663
F 4.4073 0.8093 3.0126
Al 4.9582 0.7588 4.6153
F 6.0387 2.0150 4.8490
F 5.7069 -0.7171 4.8757
F 3.6232 0.9246 5.6208
```

Output
- Total charge: 0
- LUMO level: -2.1 eV
- Frontier orbital gap: 6.6 eV
- Spin multiplicity: 1
- HOMO level: -8.8 eV

Here is a structure of composition C27H51FO27 from OMol25. Energies are from ωB97M-V/def2-TZVPD.

The geometry in XYZ format:
```
106
Properties=species:S:1:pos:R:3
C -0.0657 0.8308 -0.1370
C 1.1132 0.6508 0.7792
O 1.7336 -0.5425 0.3926
C 1.3350 -0.8718 -0.8051
O 1.8083 -1.7396 -1.5406
O 0.1591 -0.1517 -1.0487
F 0.5663 0.4818 1.9981
H -0.0646 1.7562 -0.7129
H -1.0096 0.7209 0.3970
H 1.7623 1.5166 0.9104
C -2.3474 1.1486 -6.0910
O -1.3785 0.5214 -5.2514
C -1.6806 0.3261 -4.0144
O -2.7186 0.5674 -3.3932
O -0.5848 -0.3834 -3.5006
C -0.7692 -1.1262 -2.3454
H -2.2206 2.2126 -5.8912
H -3.3768 0.8413 -5.9063
H -2.0697 0.9136 -7.1185
H -1.1407 -0.5436 -1.5024
H 0.2702 -1.3658 -2.1207
H -1.3144 -2.0603 -2.4805
C 0.0028 -7.5435 -2.6332
O 0.2047 -6.4471 -1.7783
C 0.0130 -5.2229 -2.2450
O -0.5327 -4.9218 -3.3411
O 0.4635 -4.4042 -1.3369
C 0.4528 -3.0162 -1.6463
H 0.8177 -7.6789 -3.3443
H -0.9122 -7.5958 -3.2232
H -0.1403 -8.4220 -2.0040
H 0.7334 -2.3912 -0.7985
H -0.5009 -2.6727 -2.0470
H 1.2024 -2.8956 -2.4284
C 3.2769 1.2131 -1.1627
O 2.2690 2.1387 -1.4138
C 1.4406 1.8812 -2.4644
O 1.2958 0.7930 -3.0542
O 0.6382 2.9751 -2.6813
C -0.2865 2.8818 -3.6713
H 3.5842 1.3285 -0.1233
H 4.1431 1.4444 -1.7828
H 3.0076 0.1632 -1.2774
H -0.8047 3.8324 -3.7972
H -1.0485 2.1437 -3.4207
H 0.1168 2.5288 -4.6204
C 3.4973 -1.1835 1.8628
O 4.0584 -0.0787 2.5825
C 4.4130 0.9634 1.8264
O 4.2575 1.0509 0.5862
O 4.8873 1.7840 2.6664
C 5.7503 2.8847 2.1224
H 4.1019 -1.3734 0.9760
H 2.4498 -1.1042 1.5721
H 3.5922 -2.0511 2.5157
H 5.8754 3.5853 2.9480
H 5.2722 3.5175 1.3747
H 6.6996 2.4752 1.7772
C -1.1596 1.3742 3.1893
O -2.0717 0.3923 3.6641
C -3.3779 0.6714 3.7469
O -3.9967 1.6838 3.3583
O -3.8807 -0.3165 4.3800
C -5.3465 -0.5645 4.5021
H -0.6755 1.8813 4.0240
H -1.7938 2.1471 2.7550
H -0.4190 0.9922 2.4867
H -5.8601 -0.5599 3.5407
H -5.8082 0.2980 4.9829
H -5.5391 -1.4121 5.1598
C -0.4036 4.7222 -1.3787
O 0.8497 4.9145 -0.7467
C 1.3629 3.9373 0.0724
O 0.7350 3.0527 0.7062
O 2.6577 4.2039 0.1255
C 3.5412 3.5264 1.0403
H -1.1443 5.0173 -0.6354
H -0.5632 3.6983 -1.7168
H -0.5540 5.3861 -2.2300
H 3.3728 2.4501 1.0752
H 3.4182 3.9622 2.0318
H 4.6071 3.6729 0.8659
C -0.8577 -3.7704 1.1745
O -0.3536 -2.6862 1.8995
C 0.9704 -2.4784 1.9625
O 1.7836 -2.8752 1.1536
O 1.2971 -1.6324 2.9550
C 0.4870 -0.9257 3.9019
H -1.8850 -3.5854 0.8608
H -0.7737 -4.7176 1.7074
H -0.2903 -3.9420 0.2598
H 1.0407 -1.0812 4.8278
H -0.4868 -1.3848 4.0726
H 0.4559 0.1337 3.6477
C -5.3965 1.2890 1.3319
O -4.7652 0.0647 1.0549
C -3.3745 0.0612 0.9011
O -2.5371 0.9892 1.1293
O -3.0575 -1.1751 0.4479
C -1.6824 -1.5151 0.1535
H -5.1257 2.1773 0.7612
H -5.2393 1.4459 2.3991
H -6.4836 1.2421 1.2677
H -1.7290 -2.4830 -0.3455
H -1.0102 -1.6255 1.0045
H -1.2361 -0.9420 -0.6591
```

Output
- Total charge: 0
- LUMO level: 0.4 eV
- Frontier orbital gap: 8.6 eV
- Energy relative to the best compared isomer or geometry (same formula, charge and spin): 757.7 kcal/mol
- Spin multiplicity: 1
- HOMO level: -8.2 eV

Here is a cluster of 5 separate species, C27H51INO15 in total from OMol25. Energies are from ωB97M-V/def2-TZVPD.

The geometry in XYZ format:
```
95
Properties=species:S:1:pos:R:3
C -1.2958 -3.7111 0.5284
C -0.5986 -2.5397 -0.1852
C 0.6385 -2.1556 0.6544
C -0.0828 -2.8814 -1.5856
C -1.1630 -3.0743 -2.6484
I -0.1329 -2.8437 -4.5752
C -1.8312 -4.4611 -2.7052
C -0.9102 -5.6177 -2.3592
O 0.2352 -5.7467 -2.7894
O -1.4125 -6.5258 -1.4662
C -2.2075 -1.9509 -2.5903
C -2.6393 -1.4701 -1.1936
C -3.7562 -2.3446 -0.5851
C -3.2229 -0.0596 -1.3731
N -1.4890 -1.3614 -0.2568
O -0.8846 -0.2382 -0.2777
H -1.7768 -4.4017 -0.1510
H -2.0687 -3.3199 1.1779
H -0.5849 -4.2818 1.1052
H 1.3554 -1.6170 0.0495
H 1.1367 -3.0555 0.9958
H 0.3570 -1.5685 1.5176
H 0.5976 -3.7214 -1.5254
H 0.5086 -2.0238 -1.8919
H -2.1503 -4.6278 -3.7297
H -2.7306 -4.5154 -2.1011
H -2.3683 -6.4592 -1.4412
H -3.1036 -2.3255 -3.0828
H -1.8810 -1.1116 -3.1875
H -4.7126 -1.9286 -0.8724
H -3.7416 -3.3657 -0.9416
H -3.6992 -2.3037 0.4947
H -3.4045 0.3988 -0.4102
H -2.5739 0.5689 -1.9665
H -4.1597 -0.1389 -1.9142
C -5.5028 6.2608 1.0589
C -5.8886 4.8038 0.9278
O -4.8274 4.0095 0.3775
C -3.8386 3.7161 1.2189
O -3.7888 4.0075 2.3840
O -2.9334 3.0021 0.5550
C -1.7836 2.6364 1.3258
H -5.1723 6.6553 0.0976
H -6.3561 6.8464 1.4001
H -4.6899 6.3908 1.7717
H -6.7122 4.6969 0.2249
H -6.2042 4.3824 1.8822
H -2.0766 2.1156 2.2347
H -1.1996 3.5209 1.5752
H -1.1926 1.9699 0.7054
C -7.5024 9.5148 -4.7636
C -8.2494 8.4500 -3.9900
O -7.7462 8.2994 -2.6538
C -8.1155 9.2443 -1.7947
O -8.8519 10.1658 -2.0218
O -7.5466 8.9752 -0.6202
C -7.8097 9.9453 0.3960
H -6.4324 9.3040 -4.7639
H -7.8542 9.5448 -5.7946
H -7.6511 10.4989 -4.3228
H -8.1039 7.4765 -4.4534
H -9.3199 8.6509 -3.9573
H -8.8790 10.0983 0.5212
H -7.3246 10.8888 0.1524
H -7.3874 9.5470 1.3138
C 3.2501 -5.4142 -1.2505
C 3.9486 -4.0731 -1.2726
O 4.0355 -3.4857 0.0369
C 4.9654 -3.9984 0.8350
O 5.7613 -4.8517 0.5473
O 4.8943 -3.3678 2.0072
C 5.8166 -3.8492 2.9855
H 2.2671 -5.3223 -0.7858
H 3.1175 -5.7883 -2.2646
H 3.8176 -6.1504 -0.6835
H 3.3712 -3.3598 -1.8588
H 4.9431 -4.1402 -1.7128
H 6.8356 -3.8307 2.6055
H 5.5511 -4.8605 3.2893
H 5.7420 -3.1883 3.8436
C 10.4365 -4.1520 1.7831
C 10.2786 -2.6707 2.0514
O 10.2481 -2.3788 3.4568
C 11.4250 -2.4147 4.0738
O 12.4927 -2.6143 3.5606
O 11.2210 -2.1488 5.3634
C 12.4037 -2.1887 6.1642
H 9.6546 -4.7153 2.2943
H 10.3705 -4.3522 0.7141
H 11.3969 -4.5196 2.1402
H 9.3205 -2.3274 1.6660
H 11.0618 -2.0889 1.5664
H 13.1682 -1.5279 5.7625
H 12.7863 -3.2062 6.2228
H 12.1124 -1.8519 7.1543
```

Output
- ⟨S²⟩: 0.754
- Total charge: 0
- LUMO level (alpha / beta): 0.2 / 0.1 eV
- Frontier orbital gap (alpha / beta): 8.7 / 9.5 eV
- Spin multiplicity: 2
- HOMO level (alpha / beta): -8.5 / -9.4 eV

Let's list E in order: -101948.39211; -86792.28809; -69128.72750 eV.